No. 1
This record from the OMol25 dataset describes C24H32N3O3S2 as an isolated structure in a non-equilibrium geometry. The level of theory is ωB97M-V/def2-TZVPD.

Last column: Löwdin charge in e.
Positions of all 64 atoms, in Å:
1 C 1.33931 1.21782 4.52785  -0.0265
2 C -0.15251 1.32357 4.22565  -0.2542
3 H -0.53593 2.10700 4.69428  0.0931
4 N -0.47486 1.40201 2.87379  -0.1090
5 H 0.24218 0.91644 2.42185  0.0672
6 C -1.86830 0.85557 2.77136  -0.1403
7 C -3.07174 1.64805 3.47732  0.0540
8 H -3.76675 1.18753 3.06504  -0.0066
9 H -2.71488 1.74829 4.37360  0.0146
10 H -3.02672 2.68996 2.84381  0.1525
11 H -1.75755 -0.38313 3.04750  0.2077
12 H -1.80250 0.69890 1.60984  0.0829
13 C -0.21142 2.92487 2.40765  -0.0001
14 H -0.88580 3.32005 2.87359  0.0304
15 H 0.91566 3.04245 2.57952  0.1574
16 C -0.52770 2.85405 1.00526  -0.2087
17 N 0.14132 2.10796 0.04541  -0.0203
18 C 1.55820 1.87028 0.22450  -0.4491
19 O 2.21991 2.39119 0.91652  0.2197
20 C 2.34159 0.89349 -0.77317  -0.1405
21 C 2.98109 -0.19344 -0.06649  -0.0958
22 H 3.48212 -0.16379 0.89109  0.0860
23 H 3.40366 -1.05276 -0.76036  0.1475
24 S 1.34419 -1.24804 0.68331  0.6076
25 O 0.59530 -1.03686 -0.48692  -0.2689
26 O 1.12380 -0.50810 1.81667  -0.2652
27 C 1.84084 -2.64895 0.89730  -0.4078
28 C 2.79223 -3.24596 1.79375  -0.0662
29 C 3.06823 -4.49262 2.17369  -0.0309
30 C 2.63699 -5.40645 1.14843  -0.0486
31 C 1.98505 -5.12869 -0.00120  0.0205
32 C 1.60570 -3.67023 -0.09430  0.0591
33 H 0.84315 -3.48300 -0.93668  0.1420
34 H 1.57482 -5.70145 -0.57393  0.0107
35 H 3.03170 -6.38570 1.31506  0.1096
36 H 3.78718 -4.90614 2.77898  0.0952
37 H 3.14230 -2.28166 2.52041  0.1751
38 H 3.05924 1.42712 -1.07796  0.0547
39 H 1.80939 0.66397 -1.67258  0.0965
40 C -0.43262 1.30961 -1.00169  -0.4267
41 N -0.20475 1.31772 -2.24390  0.1090
42 C -1.02801 0.57238 -2.94022  -0.3059
43 C -0.71055 0.48240 -4.34742  -0.1990
44 C -1.83187 0.05389 -5.06078  -0.0599
45 C -2.90712 -0.30625 -4.55768  -0.3332
46 C -3.34077 0.11738 -3.37175  -0.0139
47 C -2.31183 0.63315 -2.54555  -0.4364
48 S -2.31577 1.14986 -0.90327  1.0667
49 H -4.10682 -0.15888 -2.89336  0.0516
50 C -4.09069 -0.93759 -5.33884  -0.0002
51 H -4.34652 -0.14668 -6.29846  0.1590
52 H -3.78268 -1.77130 -5.95709  0.0693
53 H -5.02402 -0.97742 -5.06634  -0.0032
54 H -1.78338 -0.24742 -6.20265  0.1811
55 C 0.44926 0.72732 -5.10653  -0.0561
56 H 1.11356 -0.33646 -4.89913  0.1700
57 H 0.57842 0.93113 -6.12601  0.0573
58 H 1.09891 1.52871 -4.54493  0.1112
59 H -0.11018 3.84049 0.61217  0.1718
60 H -1.81930 2.72915 0.62669  0.1573
61 H -0.49167 0.48437 4.70954  0.1140
62 H 1.55717 1.02831 5.57964  0.0883
63 H 1.93395 2.22614 4.20058  0.1405
64 H 1.83876 0.39634 4.11753  0.0418

Computed properties:
Energy above the lowest of the compared OMol25 structures with the same formula, charge and spin in kJ/mol: 1949.6
HOMO energy in eV: -10.33
Frontier orbital gap in Ha: 0.2619
Charge: +1
LUMO level in eV: -3.204


No. 2
This record from the OMol25 dataset describes a single C24H32N4O4 molecule in a non-equilibrium geometry. The level of theory is ωB97M-V/def2-TZVPD.

Last column: Löwdin charge in e.
Positions of all 64 atoms, in Å:
1 C 2.66107 -1.21910 4.07134  -0.0694
2 H 3.43459 -1.37865 4.82153  0.0985
3 O 2.82533 -2.25362 3.13471  -0.0914
4 C 1.97195 -2.31753 2.06804  -0.1919
5 C 0.94410 -1.41892 1.84676  0.0017
6 C 0.11914 -1.56198 0.72919  -0.2057
7 C 0.35327 -2.59507 -0.16274  0.0534
8 C 1.39303 -3.50337 0.03390  -0.1838
9 C 2.20790 -3.37892 1.16778  -0.1304
10 O 3.26372 -4.24647 1.37876  -0.1146
11 C 3.19527 -5.04060 2.54712  -0.0677
12 H 4.04387 -5.72048 2.48840  0.0946
13 H 3.27200 -4.43768 3.45354  0.0826
14 H 2.26438 -5.61878 2.57558  0.0991
15 O 1.49519 -4.43354 -0.94824  -0.0562
16 C 2.46177 -5.45981 -0.90975  -0.0662
17 H 3.47569 -5.06113 -0.84651  0.0966
18 H 2.29018 -6.14724 -0.07729  0.0925
19 H 2.33547 -5.99862 -1.84910  0.0943
20 H -0.28038 -2.71136 -1.02537  0.1269
21 C -0.97571 -0.63783 0.51676  -0.1066
22 N -1.90015 -0.89910 -0.31468  0.0866
23 N -2.90950 -0.03782 -0.48378  0.0291
24 C -3.92215 -0.27185 -1.37828  -0.4969
25 O -4.01502 -1.27156 -2.04538  0.0796
26 C -4.90348 0.88595 -1.43211  -0.0835
27 C -4.36515 1.99986 -2.34999  -0.1782
28 N -3.03167 2.40727 -1.93277  -0.1915
29 C -1.98754 1.92511 -2.82083  -0.1641
30 C -0.62137 2.19077 -2.19875  -0.1716
31 N -0.46479 3.61473 -1.97971  -0.1538
32 C -1.50510 4.09517 -1.09477  -0.1823
33 C -2.86918 3.83338 -1.72889  -0.1752
34 H -3.65490 4.18851 -1.05731  0.1223
35 H -2.93288 4.39255 -2.67809  0.1280
36 H -1.37387 5.17004 -0.94946  0.1234
37 H -1.47048 3.59958 -0.10784  0.1223
38 C 0.87991 4.00375 -1.57545  -0.1483
39 C 1.31227 3.45624 -0.23698  -0.2184
40 C 1.06429 4.16934 0.93039  -0.0535
41 C 1.40443 3.64493 2.16440  -0.0813
42 C 1.99991 2.39782 2.24733  -0.0962
43 C 2.25660 1.67975 1.09170  -0.0851
44 C 1.91134 2.20568 -0.14077  -0.0426
45 H 2.12021 1.64068 -1.03761  0.1149
46 H 2.72574 0.70788 1.14121  0.0987
47 H 2.27039 1.99751 3.21447  0.0898
48 H 1.20870 4.21178 3.06325  0.1022
49 H 0.61006 5.14851 0.87126  0.1101
50 H 0.90507 5.09742 -1.55560  0.1232
51 H 1.56134 3.65729 -2.35739  0.1240
52 H 0.15776 1.85311 -2.88534  0.1282
53 H -0.53342 1.61444 -1.26193  0.1057
54 H -2.11418 0.85209 -2.97391  0.1210
55 H -2.03703 2.43107 -3.80038  0.1307
56 H -5.05151 2.85018 -2.30174  0.1179
57 H -4.35905 1.63524 -3.38368  0.1274
58 H -5.06495 1.28550 -0.43036  0.1135
59 H -5.84916 0.51998 -1.83081  0.1202
60 H -2.87106 0.88001 -0.03286  0.1410
61 H -0.97715 0.28461 1.11671  0.1286
62 H 0.76119 -0.60677 2.53169  0.1021
63 H 1.67759 -1.26045 4.55100  0.1015
64 H 2.80284 -0.23677 3.61190  0.0740

Computed properties:
Energy above the lowest of the compared OMol25 structures with the same formula, charge and spin in kJ/mol: 551.9
HOMO energy in eV: -7.94
Frontier orbital gap in Ha: 0.3139
LUMO level in eV: 0.599
Structure (SMILES): COc1cc(/C=N/NC(=O)CCN2CCN(Cc3ccccc3)CC2)cc(OC)c1OC


No. 3
This record from the OMol25 dataset describes a single C24H32N4O4 molecule in a non-equilibrium geometry. The level of theory is ωB97M-V/def2-TZVPD.

Last column: Löwdin charge in e.
Positions of all 64 atoms, in Å:
1 C -0.79435 -4.69292 1.79087  -0.0794
2 H -1.08853 -5.28036 2.65806  0.0776
3 H -1.27444 -5.12077 0.91392  0.0780
4 H -1.15798 -3.67842 1.92721  0.0721
5 C 0.72500 -4.71097 1.64436  -0.4194
6 C 1.38539 -4.11355 2.88517  -0.0740
7 H 2.46546 -4.07109 2.76583  0.0802
8 H 1.16110 -4.72340 3.75726  0.0776
9 H 1.01817 -3.10864 3.07679  0.0750
10 C 1.20516 -4.02372 0.35639  -0.1084
11 C 0.88012 -2.53344 0.24222  -0.2085
12 N -0.50957 -2.30198 -0.06625  0.1202
13 C -0.95942 -1.04188 -0.25087  -0.4015
14 O -0.28952 -0.05097 -0.00502  0.0680
15 C -2.34412 -1.00612 -0.74422  -0.1435
16 C -3.16768 0.07434 -1.00363  -0.0908
17 N -4.29398 -0.46275 -1.55982  0.1407
18 C -4.13194 -1.80588 -1.59311  -0.1617
19 N -2.97941 -2.16204 -1.10985  0.1191
20 H -4.87403 -2.48176 -1.96816  0.1208
21 H -5.06065 0.07995 -1.92545  0.1683
22 C -3.00933 1.55378 -0.97547  -0.3938
23 O -3.18213 2.17363 -2.01538  0.0663
24 N -2.74025 2.14579 0.19877  -0.0370
25 C -2.71033 1.51531 1.49658  -0.1310
26 H -2.87787 0.44357 1.38712  0.1190
27 C -1.37621 1.77357 2.19703  -0.1454
28 C -1.07907 3.27069 2.27748  -0.3856
29 C 0.28044 3.51779 2.92366  -0.0660
30 H 0.29435 3.13490 3.94162  0.0769
31 H 0.50280 4.58225 2.95415  0.0771
32 H 1.06327 3.01613 2.35959  0.0697
33 C -1.13399 3.84706 0.86246  -0.1389
34 C -2.49646 3.57276 0.23411  -0.1262
35 H -2.54078 3.94109 -0.79215  0.1220
36 H -3.28728 4.05638 0.82196  0.1336
37 H -0.95033 4.92269 0.87698  0.1207
38 H -0.36729 3.36865 0.25126  0.1134
39 H -1.85254 3.75806 2.88494  0.1399
40 H -1.40846 1.33602 3.19637  0.1222
41 H -0.58844 1.28231 1.62594  0.0948
42 H -3.52895 1.93855 2.09754  0.1315
43 H -1.06008 -3.03986 -0.48179  0.1243
44 C 1.73783 -1.92317 -0.87257  -0.4682
45 O 1.43640 -1.93857 -2.03556  0.1358
46 O 2.85868 -1.41389 -0.37309  0.0264
47 C 3.74582 -0.73964 -1.26812  -0.1004
48 C 3.85268 0.72200 -0.92189  -0.1868
49 C 2.72047 1.45335 -0.58357  -0.0080
50 C 2.83273 2.80108 -0.28985  -0.0746
51 C 4.06570 3.42894 -0.33310  -0.0907
52 C 5.19478 2.70266 -0.66988  -0.0886
53 C 5.08859 1.35394 -0.95958  -0.0463
54 H 5.97153 0.78798 -1.22130  0.1091
55 H 6.16055 3.18536 -0.70428  0.1004
56 H 4.14672 4.48154 -0.10460  0.1002
57 H 1.95139 3.36862 -0.03107  0.0844
58 H 1.75470 0.97065 -0.54424  0.0970
59 H 4.72056 -1.23006 -1.18561  0.1327
60 H 3.36372 -0.86244 -2.29027  0.1353
61 H 1.13254 -2.00310 1.16637  0.1535
62 H 0.77611 -4.53241 -0.51036  0.1305
63 H 2.29090 -4.13260 0.29913  0.1271
64 H 1.04484 -5.75717 1.56498  0.1333

Computed properties:
Energy above the lowest of the compared OMol25 structures with the same formula, charge and spin in kJ/mol: 100.0
HOMO energy in eV: -9.04
Frontier orbital gap in Ha: 0.3579
LUMO level in eV: 0.700
Structure (SMILES): CC(C)C[C@H](NC(=O)c1nc[nH]c1C(=O)N1CCC(C)CC1)C(=O)OCc1ccccc1


> The highest HOMO energy belongs to which entry?

number 2


> Which value of energy above the lowest of the compared OMol25 structures with the same formula, charge and spin does entry 3 give?

100.0 kJ/mol


> Which value of HOMO energy does entry 2 give?

-7.94 eV